Entry 1:
Density functional theory data (ωB97M-V/def2-TZVPD) for C45H48N8O3PRuS2 as an isolated structure in a non-equilibrium geometry.

Geometry as XYZ:
```
108
Properties=species:S:1:pos:R:3:forces:R:3:lowdin_charge:R:1
Ru 0.02416 -0.00109 -2.35044 1.1 0.5 -3.0 1.15
C -1.94852 -2.07254 -3.54378 0.0 -0.2 -0.1 -0.18
C -3.00217 -0.99806 -3.76603 0.1 0.1 0.1 -0.09
C -3.12318 0.05126 -2.68129 0.0 -0.4 0.0 -0.26
C -4.35519 0.68193 -2.51417 0.0 -0.1 0.0 0.00
C -4.52940 1.61976 -1.52018 0.0 0.0 0.0 -0.03
C -3.46159 1.88793 -0.67125 -0.1 0.0 0.0 -0.04
C -2.28094 1.21540 -0.88007 0.0 -0.2 0.0 -0.14
N -2.08747 0.32938 -1.88144 0.5 0.8 0.8 -0.03
N -0.54458 -1.63794 -3.70535 -0.3 -0.3 0.8 -0.25
C 0.37550 -2.72262 -3.34656 0.2 0.1 0.0 -0.12
C 1.77231 -2.15185 -3.24949 0.0 0.0 0.1 -0.26
C 2.88414 -2.97361 -3.29091 0.0 0.0 -0.1 0.01
C 4.14480 -2.41765 -3.15165 0.0 0.0 0.0 -0.02
C 4.25255 -1.04703 -2.98509 0.0 0.0 -0.1 -0.02
C 3.09819 -0.29051 -2.95107 -0.1 0.1 -0.2 -0.09
N 1.87270 -0.81456 -3.08444 0.1 -0.3 0.6 -0.01
C -0.24279 -1.20020 -5.08686 -0.1 0.0 0.0 -0.09
C -0.66681 0.21902 -5.26008 0.1 0.0 -0.1 -0.26
C -1.01506 0.77594 -6.48162 0.0 0.0 0.1 0.01
C -1.46501 2.08230 -6.51166 0.0 0.0 0.0 -0.02
C -1.59362 2.77451 -5.31264 0.0 0.0 -0.1 -0.02
C -1.20969 2.15228 -4.14474 -0.1 -0.1 0.0 -0.13
N -0.70825 0.90601 -4.11711 0.1 0.3 0.0 -0.02
H -2.14898 -2.91231 -4.22125 0.0 0.0 0.0 0.14
H -2.04347 -2.44699 -2.52682 0.0 0.0 0.0 0.02
H -3.95846 -1.52214 -3.81348 0.0 0.0 0.0 0.14
H -2.89470 -0.50382 -4.73329 0.0 -0.1 0.0 0.12
H -5.17311 0.40992 -3.16824 0.0 0.0 0.0 0.13
H -5.48165 2.11669 -1.39111 0.0 0.0 0.0 0.12
H -3.54388 2.60021 0.13732 0.0 0.0 0.0 0.12
H -1.43566 1.36848 -0.22091 0.0 0.0 0.0 0.10
H 0.34316 -3.54114 -4.07731 0.0 0.0 0.0 0.15
H 0.06553 -3.13751 -2.38423 0.0 0.0 0.0 0.11
H 2.75641 -4.03948 -3.42635 0.0 0.0 0.0 0.13
H 5.02677 -3.04335 -3.17455 0.0 0.0 0.0 0.12
H 5.21451 -0.56548 -2.88496 0.0 0.0 0.0 0.12
H 3.14363 0.78186 -2.82852 0.0 0.0 0.0 0.11
H -0.73054 -1.85905 -5.81238 0.0 0.0 0.0 0.15
H 0.83045 -1.26707 -5.26202 0.0 0.0 0.0 0.13
H -0.94948 0.18326 -7.38405 0.0 0.0 0.0 0.13
H -1.74150 2.54671 -7.44862 0.0 0.0 0.0 0.13
H -1.98888 3.77970 -5.28239 0.0 0.0 0.0 0.12
H -1.30572 2.64597 -3.18688 0.0 0.0 0.0 0.11
C 6.20468 4.66342 9.01064 0.0 0.0 0.0 -0.06
O 6.10973 5.34096 7.76199 -0.1 0.0 0.0 -0.06
C 5.44136 4.73992 6.76238 0.1 0.0 0.1 -0.27
C 4.88849 3.46250 6.83818 0.0 0.0 0.0 0.00
C 4.23055 2.93668 5.73881 0.0 0.0 0.1 -0.01
C 4.10751 3.66436 4.56098 0.0 0.0 -0.1 -0.16
C 4.66031 4.94743 4.50141 0.0 0.0 0.0 -0.02
C 5.32053 5.48103 5.58301 0.0 0.0 0.0 0.02
C 3.43988 3.05274 3.41514 0.1 0.1 0.1 -0.24
N 3.01154 1.80775 3.35451 0.0 0.0 -0.1 0.20
C 2.49472 1.66949 2.09992 0.0 -0.1 0.1 -0.17
C 2.60373 2.83703 1.37998 0.0 0.1 0.0 -0.12
N 3.21450 3.72040 2.23778 -0.1 0.0 0.0 0.19
C 2.16896 2.96007 0.03137 0.0 0.0 0.0 -0.06
C 2.28846 4.10423 -0.77208 0.0 0.0 0.0 0.03
C 1.87468 4.04830 -2.07672 0.0 0.0 -0.1 -0.02
C 1.29494 2.87481 -2.56499 0.2 -0.1 0.0 -0.12
N 1.11921 1.79198 -1.82148 -0.8 0.2 0.9 -0.01
C 1.58402 1.81546 -0.54516 0.0 -0.1 0.0 -0.15
C 1.50542 0.57193 0.18227 -0.1 0.0 -0.1 -0.14
N 1.02763 -0.50945 -0.49610 -1.0 -0.2 0.5 0.00
C 0.98447 -1.66325 0.14861 0.3 -0.1 -0.2 -0.18
C 1.36451 -1.82173 1.48615 0.1 0.0 -0.1 -0.03
C 1.84154 -0.74103 2.17532 0.0 0.0 0.0 0.04
C 1.94341 0.48970 1.50709 0.1 0.0 0.0 -0.06
H 6.70478 5.35177 9.68380 0.0 0.0 0.0 0.10
H 6.79716 3.75163 8.91498 0.0 0.0 0.0 0.10
H 5.21431 4.42584 9.40274 0.0 0.0 0.0 0.10
H 4.97075 2.87367 7.73886 0.0 0.0 0.0 0.11
H 3.80462 1.94396 5.78913 0.0 0.0 0.0 0.12
H 4.58767 5.55128 3.60422 0.0 0.0 0.0 0.11
H 5.75697 6.46940 5.54610 0.0 0.0 0.0 0.13
H 3.44306 4.68291 2.06278 0.0 0.0 0.0 0.15
H 2.72472 5.01207 -0.37556 0.0 0.0 0.0 0.13
H 1.98679 4.89623 -2.73723 0.0 0.0 0.0 0.12
H 0.99510 2.81471 -3.59858 -0.1 0.0 0.0 0.10
H 0.64681 -2.51576 -0.42166 -0.1 0.0 0.1 0.07
H 1.27476 -2.79477 1.94829 0.0 0.0 0.0 0.12
H 2.15451 -0.80575 3.20902 0.0 0.0 0.0 0.13
C -2.32158 -3.83129 3.65400 0.0 0.0 0.0 -0.04
C -2.60463 -4.93322 2.65584 0.0 0.1 0.0 -0.41
C -1.35724 -5.49783 2.01354 0.0 0.0 0.0 -0.08
O -3.57720 -4.42020 1.68328 -0.1 -0.1 0.0 -0.28
P -3.39854 -3.73625 0.28489 -0.4 -0.2 0.2 -0.20
S -2.67428 -4.87066 -1.16426 0.1 0.0 -0.1 0.45
S -2.04804 -2.31088 0.20533 0.1 0.2 0.0 0.45
O -4.86267 -3.32116 -0.08113 0.0 0.1 -0.1 -0.29
C -5.86286 -2.63551 0.75234 0.0 0.0 0.0 -0.41
C -6.64989 -3.66043 1.53739 0.0 0.0 0.0 -0.03
C -5.24014 -1.55444 1.61056 0.0 0.0 0.0 -0.05
H -1.66849 -4.21018 4.44062 0.0 0.0 0.0 0.09
H -3.24267 -3.47861 4.11692 0.0 0.0 0.0 0.09
H -1.82935 -2.98940 3.16332 0.0 0.0 0.0 0.06
H -3.15764 -5.73904 3.13607 0.0 0.0 0.0 0.15
H -0.77965 -4.71653 1.51584 0.0 0.0 0.0 0.05
H -1.59255 -6.27250 1.28649 0.0 0.0 0.0 0.07
H -0.74254 -5.93855 2.79875 0.0 0.0 0.0 0.09
H -6.50564 -2.17702 0.00146 0.0 0.0 0.0 0.14
H -6.01934 -4.15460 2.27461 0.0 0.0 0.0 0.08
H -7.07031 -4.41464 0.87391 0.0 0.0 0.0 0.09
H -7.46971 -3.16315 2.05671 0.0 0.0 0.0 0.09
H -4.58258 -1.97997 2.37051 0.0 0.0 0.0 0.07
H -6.03608 -1.00947 2.11840 0.0 0.0 0.0 0.10
H -4.66767 -0.84890 1.00667 0.0 0.0 0.0 0.06
```
Positions in Å, forces in eV/Å.

Calculated values
* E_LUMO (alpha / beta): -5.00 / -6.38 eV
* spin multiplicity: 2
* HOMO energy (alpha / beta): -11.520 / -11.520 eV
* gap between HOMO and LUMO (alpha / beta): 6.52 / 5.14 eV
* expectation value of S²: 0.758
* net charge: +2



Entry 2:
Density functional theory data (ωB97M-V/def2-TZVPD) for C4H4O3 in the gas phase.

Geometry as XYZ:
```
11
Properties=species:S:1:pos:R:3:forces:R:3:lowdin_charge:R:1
C -1.63328 0.27069 -0.47150 -0.1 0.0 0.0 0.01
C -0.41491 -0.59183 -0.30823 -0.1 -0.2 -0.3 -0.37
O -0.16727 -1.58837 -0.95024 -0.1 0.5 0.3 0.12
C 0.61193 -0.22160 0.77034 -0.2 0.0 0.5 -0.28
O 0.34539 -0.24086 1.94904 0.1 0.0 -0.6 0.14
C 2.01391 0.16503 0.30097 0.1 0.3 -0.2 -0.15
O 2.15392 1.13757 -0.39698 -0.1 -0.5 0.2 0.10
H -1.97429 0.66725 0.48842 0.1 -0.1 -0.1 0.09
H -2.43138 -0.29259 -0.95886 0.1 0.0 0.0 0.09
H -1.36515 1.12188 -1.11083 0.0 -0.1 0.1 0.10
H 2.86113 -0.42718 0.68786 0.0 0.1 0.0 0.14
```
Positions in Å, forces in eV/Å.

Calculated values
* SMILES: CC(=O)C(=O)C=O
* E_LUMO: -0.41 eV
* HOMO energy: -9.815 eV
* gap between HOMO and LUMO: 9.40 eV
* ΔE to the lowest compared entry with this formula, charge and spin: 31.23 kcal/mol
* net charge: 0



Entry 3:
Density functional theory data (ωB97M-V/def2-TZVPD) for C22H22FeN5OS as an isolated structure.

Geometry as XYZ:
```
52
Properties=species:S:1:pos:R:3:forces:R:3:lowdin_charge:R:1
Fe 0.26582 -0.55116 0.09991 0.1 0.6 -0.3 0.88
C -2.62108 -3.66286 0.39577 0.1 -0.1 0.0 0.02
C -3.84215 -3.03540 0.27523 -0.2 0.0 0.0 0.00
C -3.87425 -1.74154 -0.21973 -0.2 -0.2 0.0 0.07
C -2.67515 -1.08712 -0.56569 0.2 0.4 -0.5 -0.29
N -1.45434 -1.69956 -0.38256 0.1 -0.4 0.4 0.04
C -1.45545 -2.95171 0.06351 -0.1 0.2 -0.2 -0.07
N -2.82733 0.10695 -1.15424 -0.2 0.0 0.4 0.25
C -1.84291 0.96780 -1.47902 0.2 -0.1 -0.1 -0.22
N -0.61497 0.95710 -0.97497 -0.3 -0.3 -0.2 0.08
C 0.07714 2.03710 -1.54808 0.6 0.4 0.2 -0.24
N 1.29480 2.35354 -1.34998 -0.1 -0.2 -0.2 0.22
C 2.25739 1.58265 -0.69957 -0.1 -0.3 0.0 -0.30
C 3.42437 2.24672 -0.34511 0.2 0.2 0.0 0.02
C 4.47740 1.54632 0.21502 0.1 0.2 0.0 -0.01
C 4.36801 0.17469 0.36934 0.0 -0.2 0.0 -0.03
C 3.18937 -0.42825 -0.01475 -0.1 0.2 -0.2 -0.11
N 2.13028 0.24564 -0.51250 0.1 -0.1 0.2 0.03
C -0.83562 2.76791 -2.44278 0.1 0.0 0.1 -0.10
C -0.66071 3.87673 -3.23905 0.1 0.1 0.0 0.03
C -1.75306 4.28266 -4.00322 -0.1 0.0 0.0 -0.02
C -2.96624 3.59316 -3.96647 0.0 0.1 -0.1 -0.03
C -3.13105 2.47360 -3.16226 -0.1 -0.1 0.1 0.02
C -2.04037 2.08351 -2.40336 -0.4 -0.3 0.0 -0.11
H -2.54673 -4.68593 0.74296 0.1 0.1 0.0 0.13
H -4.75780 -3.55131 0.53873 0.0 0.1 0.0 0.14
H -4.80138 -1.20675 -0.37984 0.1 0.0 0.0 0.14
H -0.48982 -3.43299 0.15568 0.0 0.0 0.1 0.13
H 3.48254 3.30855 -0.54563 0.0 -0.1 0.0 0.13
H 5.39012 2.05967 0.49515 -0.1 0.0 0.0 0.13
H 5.18097 -0.42050 0.76580 -0.1 0.0 0.0 0.13
H 3.08347 -1.50279 0.05861 -0.1 0.0 0.1 0.12
H 0.28409 4.40734 -3.26698 -0.1 0.0 0.0 0.13
H -1.65970 5.14930 -4.64468 0.0 0.0 0.0 0.12
H -3.79005 3.93404 -4.58213 0.1 0.0 0.1 0.12
H -4.06896 1.93246 -3.13176 0.1 0.0 0.0 0.13
C -1.32538 0.48999 4.77197 0.0 -0.2 0.0 -0.11
C 0.10110 0.00884 4.56422 -0.1 0.1 0.1 -0.37
S 1.02619 0.66071 3.17658 0.3 -0.1 0.0 1.04
O 0.46989 -0.10017 1.96173 -0.4 -0.2 0.0 -0.62
C 0.46422 2.36664 3.01902 -0.1 0.1 -0.1 -0.35
C -0.84949 2.59695 2.27334 0.1 0.0 0.0 -0.10
H -1.76586 -0.08854 5.58676 0.0 0.1 -0.1 0.09
H -1.94050 0.33138 3.88565 0.0 0.0 0.0 0.08
H -1.36911 1.53811 5.05986 0.0 0.0 0.0 0.08
H 0.14439 -1.06524 4.37593 0.1 0.0 0.1 0.10
H 0.74698 0.22061 5.42207 -0.1 0.0 0.0 0.10
H 1.30404 2.84074 2.50755 -0.1 0.1 0.0 0.08
H 0.44943 2.74543 4.04548 0.0 0.0 -0.1 0.11
H -0.97248 1.88800 1.45541 0.0 0.0 0.0 0.04
H -0.83607 3.59818 1.84343 0.0 0.0 0.0 0.09
H -1.71417 2.52219 2.92354 0.0 0.0 0.1 0.07
```
Positions in Å, forces in eV/Å.

Calculated values
* E_LUMO (alpha / beta): -6.77 / -9.36 eV
* spin multiplicity: 6
* HOMO energy (alpha / beta): -14.410 / -14.331 eV
* gap between HOMO and LUMO (alpha / beta): 7.64 / 4.97 eV
* expectation value of S²: 8.805
* net charge: +2



Entry 4:
Density functional theory data (ωB97M-V/def2-TZVPD) for C12H18O2 in the gas phase in a non-equilibrium geometry.

Geometry as XYZ:
```
32
Properties=species:S:1:pos:R:3:forces:R:3:lowdin_charge:R:1
C 1.01401 0.71183 -2.09689 -0.3 -2.5 -1.9 -0.08
C 0.61317 0.41357 -0.62732 -1.4 -1.6 -3.6 -0.29
C 0.24015 1.81629 -0.21264 2.4 0.7 -1.0 -0.21
C -0.80908 1.91254 0.81624 0.0 0.2 1.7 -0.20
C -2.15541 1.35375 0.35244 -1.2 0.6 0.4 -0.11
C -2.12142 -0.10447 -0.00859 0.7 0.4 1.9 -0.37
O -3.08245 -0.75511 0.31963 -0.2 -1.1 -0.7 0.10
C -0.85451 -0.72313 -0.59727 2.6 0.5 -0.2 -0.25
O -1.31115 -1.10916 -1.88687 0.5 -0.5 -1.0 -0.01
C -0.11879 -1.81862 0.25065 -2.1 -0.5 -0.3 -0.20
C 0.09533 -1.12457 1.66287 -2.1 -2.6 0.6 -0.12
C 1.38601 -0.33082 1.57316 1.7 -1.1 0.4 -0.16
C 1.69022 -0.45834 0.06896 0.0 1.1 1.3 -0.26
C 1.33348 -1.93472 -0.14438 -0.3 1.7 -2.9 -0.11
H 1.52772 -0.12943 -2.65586 -0.2 0.5 1.0 0.09
H 1.69952 1.57044 -2.17583 -0.6 -0.1 0.0 0.08
H 0.07700 0.76349 -2.73171 1.0 0.7 0.8 0.10
H -0.02471 2.40087 -1.20355 0.3 -0.9 2.2 0.15
H 1.26742 2.21810 0.15364 -1.7 0.0 -0.4 0.16
H -0.83652 3.00532 1.01791 -0.6 -0.7 0.6 0.12
H -0.44877 1.28770 1.74782 -1.0 1.8 -1.6 0.13
H -2.66383 1.85993 -0.51223 0.8 0.0 0.6 0.15
H -2.92179 1.39407 1.18138 0.8 0.1 -0.8 0.14
H -1.98592 -1.83751 -1.93225 1.0 1.0 0.9 0.13
H -0.76975 -2.78584 0.08092 1.3 1.6 1.3 0.18
H 0.14179 -2.01707 2.31079 0.2 0.7 0.4 0.12
H -0.86215 -0.60488 1.92539 1.2 -0.2 0.2 0.11
H 1.27007 0.65233 1.95403 -0.1 1.1 0.0 0.08
H 2.32172 -0.68186 2.14119 -1.7 -0.2 -0.4 0.14
H 2.78401 -0.28380 -0.06970 -1.0 0.5 -0.7 0.16
H 2.00033 -2.43870 0.50717 0.1 -1.2 0.6 0.11
H 1.50427 -2.22221 -1.20911 -0.2 0.0 0.8 0.13
```
Positions in Å, forces in eV/Å.

Calculated values
* SMILES: C[C@@]12CCCC(=O)[C@]1(O)[C@@H]1CC[C@H]2C1
* E_LUMO: 0.85 eV
* HOMO energy: -9.287 eV
* gap between HOMO and LUMO: 10.14 eV
* ΔE to the lowest compared entry with this formula, charge and spin: 54.62 kcal/mol
* net charge: 0